Computed, not measured: 6 unconnected molecules or ions with the total composition C23H39F5IN6 in a non-equilibrium geometry, with wB97M-V/def2-TZVPD.

Structure (ORCA input):
```
! wB97M-V def2-TZVPD RIJCOSX def2/J DEFGRID3
* xyz 1 1
C -3.003 -1.535 1.795
N -2.007 -0.487 1.369
I -0.196 -0.846 2.411
C -2.476 0.910 1.661
F -1.624 1.431 2.667
F -3.808 0.970 2.110
C -2.363 1.921 0.431
F -1.311 1.638 -0.459
F -3.594 1.852 -0.256
F -2.328 3.246 0.965
H -3.899 -1.528 1.082
H -2.487 -2.558 1.792
H -3.396 -1.394 2.856
H -1.770 -0.654 0.376
C 2.095 0.786 7.156
C 3.386 0.361 6.463
C 3.154 -0.171 5.047
C 2.264 -1.377 5.092
N 1.567 -2.338 5.141
H 1.411 -0.056 7.287
H 2.312 1.185 8.150
H 1.580 1.563 6.583
H 3.879 -0.404 7.070
H 4.063 1.218 6.416
H 4.106 -0.449 4.588
H 2.687 0.595 4.421
C 0.670 -2.085 -3.073
C -0.651 -2.608 -3.624
C -1.842 -2.290 -2.716
C -1.645 -2.926 -1.372
N -1.489 -3.424 -0.319
H 0.922 -2.550 -2.116
H 1.484 -2.309 -3.766
H 0.634 -1.000 -2.930
H -0.573 -3.690 -3.767
H -0.825 -2.165 -4.611
H -2.766 -2.671 -3.158
H -1.949 -1.209 -2.588
C 2.254 -6.597 2.118
C 1.305 -5.748 2.958
C 0.676 -4.599 2.167
C 1.748 -3.683 1.657
N 2.588 -2.968 1.259
H 3.104 -6.013 1.757
H 2.655 -7.419 2.714
H 1.737 -7.024 1.254
H 1.852 -5.350 3.818
H 0.509 -6.387 3.351
H -0.003 -4.030 2.807
H 0.102 -4.983 1.320
C 0.081 4.637 -0.984
C -0.437 5.893 -0.291
C -0.307 7.147 -1.158
C 1.134 7.391 -1.490
N 2.260 7.580 -1.750
H 1.149 4.714 -1.204
H -0.060 3.766 -0.341
H -0.454 4.458 -1.921
H 0.111 6.032 0.646
H -1.489 5.747 -0.029
H -0.702 8.015 -0.626
H -0.873 7.032 -2.086
C -1.954 1.890 -5.592
C -0.489 2.170 -5.908
C 0.069 1.259 -7.005
C -0.021 -0.174 -6.575
N -0.090 -1.295 -6.238
H -2.098 0.877 -5.208
H -2.316 2.581 -4.826
H -2.578 2.012 -6.482
H 0.101 2.050 -4.993
H -0.385 3.211 -6.223
H 1.114 1.506 -7.204
H -0.493 1.388 -7.934
*
```

Properties
HOMO energy, eV: -13.3
Gap between HOMO and LUMO, eV: 7.9
F_max, eV/Å: 4.214


Computed, not measured: C6H7NO in the gas phase in a non-equilibrium geometry, with wB97M-V/def2-TZVPD.

Structure (ORCA input):
```
! wB97M-V def2-TZVPD RIJCOSX def2/J DEFGRID3
* xyz 0 1
C -0.490 -0.125 -0.191
C -0.270 -0.670 1.170
C 1.106 0.968 0.729
C -1.168 -0.693 -1.209
C 2.277 1.841 1.087
C -2.095 -1.803 -1.064
N 0.508 0.752 -0.409
O 0.600 0.096 1.734
H -0.969 -0.292 -2.130
H 2.729 2.159 0.046
H 1.902 2.673 1.616
H 2.939 1.216 1.657
H -2.917 -1.544 -0.397
H -1.608 -2.596 -0.613
H -2.543 -1.984 -2.025
*
```

Properties
Energy above the lowest of the compared OMol25 structures with the same formula, charge and spin, kcal per mole: 77.1
HOMO energy (spin up / spin down), eV: -8.3 / -8.3
Gap between HOMO and LUMO (spin up / spin down), eV: 7.9 / 7.9
F_max, eV/Å: 4.939


Computed, not measured: C8H11N5 in the gas phase in a non-equilibrium geometry, with wB97M-V/def2-TZVPD.

Structure (ORCA input):
```
! wB97M-V def2-TZVPD RIJCOSX def2/J DEFGRID3
* xyz 0 1
C -0.029 -1.830 -0.311
C -3.777 0.162 0.647
C -2.835 0.748 -1.092
C 2.663 0.601 -0.961
C 2.957 0.395 0.561
C 2.008 -0.533 -0.177
C -0.510 0.592 -0.446
C 0.502 -0.590 0.192
N -0.271 -2.881 -0.715
N -4.046 0.595 -0.605
N -2.512 -0.031 0.931
N -1.850 0.380 -0.201
N 0.498 -0.458 1.612
H -4.553 -0.389 1.237
H -2.709 1.124 -2.092
H 2.064 1.490 -1.316
H 3.474 0.527 -1.612
H 3.861 -0.092 0.964
H 2.567 1.212 1.324
H 2.181 -1.588 -0.350
H -0.388 0.724 -1.551
H -0.105 1.495 0.002
H 1.293 -0.931 2.054
H -0.483 -0.722 1.907
*
```

Properties
Energy above the lowest of the compared OMol25 structures with the same formula, charge and spin, kcal per mole: 71.2
HOMO energy, eV: -9.9
Structure (SMILES): N#C[C@](N)(Cn1cncn1)C1CC1
Gap between HOMO and LUMO, eV: 10.6
F_max, eV/Å: 4.764


Computed, not measured: a molecular structure, C9H11ClFeI2IrO4S in a non-equilibrium geometry, with wB97M-V/def2-TZVPD.

Structure (ORCA input):
```
! wB97M-V def2-TZVPD RIJCOSX def2/J DEFGRID3
* xyz 4 10
I -3.135 3.160 -0.521
I -3.735 1.206 1.184
Ir 2.156 0.487 0.271
Fe -1.064 0.932 1.775
S -0.214 -0.558 0.446
C 1.827 1.826 -1.084
C 1.554 1.523 1.890
C -0.808 -1.353 -1.107
C -0.460 -2.851 -0.915
C -0.098 -0.717 -2.299
C -2.305 -1.194 -1.268
C 4.019 1.025 0.773
C 2.821 -1.129 -0.606
O 1.875 2.072 2.875
O 1.555 2.699 -1.807
O 5.145 1.332 0.912
O 3.202 -2.097 -1.131
H -0.789 -3.424 -1.800
H -0.912 -3.237 0.013
H 0.631 -2.976 -0.843
H -0.486 -1.175 -3.239
H 0.975 -0.905 -2.206
H -0.230 0.366 -2.300
H -2.571 -1.723 -2.187
H -2.629 -0.158 -1.452
H -2.904 -1.613 -0.458
Cl -2.176 2.667 4.256
C -0.784 1.957 3.480
H -0.063 2.782 3.288
H -0.396 1.077 4.061
*
```

Properties
Energy above the lowest of the compared OMol25 structures with the same formula, charge and spin, kcal per mole: 8.8
HOMO energy (spin up / spin down), eV: -22.4 / -23.7
Gap between HOMO and LUMO (spin up / spin down), eV: 7.0 / 5.6
F_max, eV/Å: 7.193
Expectation value of S²: 24.79


Computed, not measured: 2 unconnected molecules or ions with the total composition CH6N2O3S in a non-equilibrium geometry, with wB97M-V/def2-TZVPD.

Structure (ORCA input):
```
! wB97M-V def2-TZVPD RIJCOSX def2/J DEFGRID3
* xyz 0 1
C -1.286 0.124 -1.372
N 0.319 1.240 1.070
N -1.440 -0.684 -0.397
O 0.259 -1.098 1.592
O 1.492 0.167 3.188
O 2.531 -0.127 0.953
S 1.102 0.190 1.811
H -2.159 0.493 -2.013
H -0.381 0.579 -1.778
H 0.490 2.186 1.246
H 3.079 -0.749 1.402
H -2.308 -1.042 -0.096
H -0.469 -0.907 0.694
*
```

Properties
Energy above the lowest of the compared OMol25 structures with the same formula, charge and spin, kcal per mole: 38.7
HOMO energy, eV: -10.0
Structure (SMILES): N=S(=O)(O)O.C=N
Gap between HOMO and LUMO, eV: 10.3
F_max, eV/Å: 3.250


Computed, not measured: a gas-phase ion, C5H4N (charge +1) in a non-equilibrium geometry, with wB97M-V/def2-TZVPD.

Structure (ORCA input):
```
! wB97M-V def2-TZVPD RIJCOSX def2/J DEFGRID3
* xyz 1 1
C -1.300 -0.860 0.089
C -1.064 0.714 -0.088
C -0.022 -1.231 0.012
C 1.244 -0.625 0.003
C 1.199 0.754 0.039
N 0.038 1.268 -0.015
H -2.274 -1.434 0.289
H -2.022 1.313 -0.109
H 2.127 -1.306 -0.193
H 2.073 1.408 -0.028
*
```

Properties
Energy above the lowest of the compared OMol25 structures with the same formula, charge and spin, kcal per mole: 11.9
HOMO energy (spin up / spin down), eV: -15.8 / -15.8
Gap between HOMO and LUMO (spin up / spin down), eV: 8.1 / 8.1
F_max, eV/Å: 4.289


Computed, not measured: 11 unconnected molecules or ions with the total composition C26H77N7O11 in a non-equilibrium geometry, with wB97M-V/def2-TZVPD.

Structure (ORCA input):
```
! wB97M-V def2-TZVPD RIJCOSX def2/J DEFGRID3
* xyz 0 1
C 5.817 3.299 0.684
C 5.432 2.146 1.597
O 5.337 0.926 0.883
H 5.041 3.475 -0.061
H 6.754 3.052 0.184
H 5.970 4.205 1.270
H 4.422 2.305 1.977
H 6.105 1.983 2.439
H 6.045 0.346 1.172
C 4.232 -4.596 2.536
C 3.593 -4.060 3.797
O 3.310 -5.096 4.744
H 5.081 -5.262 2.690
H 4.532 -3.730 1.946
H 3.483 -5.220 2.048
H 2.764 -3.357 3.717
H 4.413 -3.608 4.354
H 2.533 -4.778 5.210
C 3.398 0.651 -4.602
C 4.752 -0.104 -4.479
O 4.684 -0.923 -3.350
H 2.966 1.013 -3.669
H 2.727 -0.034 -5.120
H 3.397 1.514 -5.267
H 5.648 0.516 -4.529
H 4.956 -0.716 -5.358
H 4.572 -0.363 -2.579
C -0.703 8.974 -2.903
C -0.352 7.899 -1.784
O -0.928 6.650 -2.249
H -0.045 8.740 -3.739
H -0.394 9.949 -2.525
H -1.752 9.090 -3.177
H -0.996 8.101 -0.928
H 0.708 7.673 -1.668
H -1.670 6.431 -1.681
C -0.743 1.063 0.887
C -0.607 2.458 1.543
O -0.980 2.458 2.892
H -0.225 0.341 1.520
H -0.197 1.166 -0.051
H -1.799 0.802 0.821
H -1.343 3.097 1.055
H 0.343 2.987 1.463
H -0.432 1.778 3.290
C 0.930 1.861 8.244
C 1.986 1.308 7.333
O 1.287 0.673 6.299
H 0.429 1.105 8.849
H 0.139 2.435 7.762
H 1.438 2.481 8.983
H 2.808 0.761 7.794
H 2.481 2.206 6.962
H 0.907 -0.108 6.710
C -2.292 7.823 5.211
O -2.017 8.998 5.354
N -1.461 6.998 4.651
N -3.319 7.208 5.652
H -1.577 5.997 4.574
H -0.527 7.275 4.383
H -4.029 7.878 5.913
H -3.434 6.344 5.142
C -6.130 5.257 1.418
O -5.482 5.522 0.427
N -6.057 4.133 2.174
N -7.144 5.911 1.815
H -5.289 3.488 2.055
H -6.628 4.066 3.005
H -7.328 6.696 1.206
H -7.318 5.917 2.810
C 2.837 -6.923 -5.710
C 3.035 -5.677 -4.885
C 2.275 -5.771 -3.554
O 0.853 -5.840 -3.693
C 0.255 -4.557 -3.858
N 4.485 -5.572 -4.763
H 3.332 -6.866 -6.680
H 1.820 -7.151 -6.030
H 3.406 -7.704 -5.205
H 2.610 -4.838 -5.436
H 2.501 -4.941 -2.885
H 2.574 -6.670 -3.016
H -0.737 -4.835 -3.502
H 0.246 -4.144 -4.867
H 0.618 -3.747 -3.224
H 5.043 -5.374 -5.581
H 4.694 -4.735 -4.238
C -2.248 1.794 -5.376
C -2.096 2.561 -6.712
C -2.995 1.989 -7.831
O -2.779 0.578 -7.811
C -1.541 0.145 -8.394
N -2.447 3.921 -6.320
H -3.284 1.755 -5.040
H -1.566 2.127 -4.593
H -1.961 0.748 -5.488
H -1.097 2.610 -7.145
H -2.796 2.400 -8.820
H -3.986 2.362 -7.571
H -1.462 0.325 -9.466
H -1.513 -0.926 -8.196
H -0.624 0.587 -8.004
H -1.936 4.191 -5.492
H -3.347 3.743 -5.899
C -2.272 -5.696 2.851
C -3.358 -6.429 3.672
C -2.899 -7.717 4.478
O -3.999 -8.297 5.237
C -3.669 -9.162 6.249
N -3.868 -5.427 4.614
H -2.687 -4.915 2.214
H -1.830 -6.424 2.171
H -1.463 -5.213 3.398
H -4.177 -6.728 3.018
H -1.932 -7.602 4.966
H -2.659 -8.508 3.767
H -4.504 -9.614 6.783
H -3.040 -8.722 7.022
H -3.091 -9.948 5.762
H -4.446 -4.808 4.062
H -4.498 -5.829 5.293
*
```

Properties
Energy above the lowest of the compared OMol25 structures with the same formula, charge and spin, kcal per mole: 115.3
HOMO energy, eV: -9.1
Structure (SMILES): COC[C@H](C)N.COC[C@H](C)N.COC[C@H](C)N.NC(N)=O.NC(N)=O.CCO.CCO.CCO.CCO.CCO.CCO
Gap between HOMO and LUMO, eV: 9.1
F_max, eV/Å: 6.158


Computed, not measured: a molecular structure, C15H33Br9O8P2 in a non-equilibrium geometry, with wB97M-V/def2-TZVPD.

Structure (ORCA input):
```
! wB97M-V def2-TZVPD RIJCOSX def2/J DEFGRID3
* xyz 0 1
C -1.574 -1.639 4.397
C -0.497 -0.597 4.521
O -0.931 0.586 3.842
P 0.141 1.709 3.428
O 1.488 1.171 3.014
O 0.163 2.595 4.794
C -1.061 2.824 5.518
C -0.762 3.533 6.859
O -0.687 2.658 2.325
C -0.892 2.017 1.054
C 0.338 2.229 0.116
H -1.716 -1.938 3.359
H -1.321 -2.546 4.947
H -2.527 -1.320 4.820
H -0.166 -0.363 5.533
H 0.363 -0.975 3.968
H -1.857 3.309 4.953
H -1.628 1.947 5.830
H -1.684 3.683 7.419
H -0.082 2.905 7.435
H -0.283 4.510 6.799
H -1.067 0.950 1.189
H -1.781 2.526 0.681
H 0.128 1.911 -0.906
H 0.692 3.260 0.135
H 1.198 1.660 0.470
C -6.184 -0.652 -4.147
C -4.989 -0.052 -4.984
O -3.765 -0.182 -4.302
P -2.405 -0.405 -5.115
O -2.089 0.716 -6.014
O -1.311 -0.678 -3.965
C 0.056 -0.759 -4.247
C 0.862 -0.902 -2.944
O -2.574 -1.867 -5.773
C -1.928 -2.044 -6.967
C -1.833 -3.571 -7.348
H -7.077 -0.478 -4.749
H -6.146 -1.738 -4.064
H -6.089 -0.193 -3.163
H -4.942 -0.567 -5.944
H -5.177 0.976 -5.293
H 0.178 -1.660 -4.847
H 0.458 0.082 -4.813
H 0.740 0.060 -2.446
H 0.533 -1.777 -2.383
H 1.935 -0.938 -3.133
H -2.281 -1.416 -7.785
H -0.885 -1.729 -6.937
H -2.812 -3.971 -7.612
H -1.207 -3.818 -8.206
H -1.435 -4.081 -6.470
C 7.255 -3.211 3.496
Br 6.937 -2.063 5.071
Br 7.591 -5.076 4.066
Br 8.782 -2.588 2.450
H 6.343 -3.303 2.906
C 3.273 -0.623 0.546
Br 1.649 -1.746 0.543
Br 3.766 -0.063 -1.294
Br 4.803 -1.365 1.581
H 3.014 0.283 1.095
C 4.499 2.973 3.362
Br 5.032 1.306 4.298
Br 4.075 2.822 1.400
Br 5.755 4.411 3.737
H 3.600 3.286 3.893
*
```

Properties
Energy above the lowest of the compared OMol25 structures with the same formula, charge and spin, kcal per mole: 27.3
HOMO energy, eV: -10.1
Gap between HOMO and LUMO, eV: 9.6
F_max, eV/Å: 4.364